# 1
Below is the molecule C4H5Cl3, with properties calculated with ωB97M-V/def2-TZVPD.

LUMO energy: 0.416 eV
HOMO energy: -9.68 eV
Structure (SMILES): ClC=C(CCl)CCl
Multiplicity: 1

Last column: Mulliken charge in e.
Geometry (Å):
1 Cl -1.92 0.58 1.98  -0.195
2 C -0.31 -0.03 1.59  -0.294
3 C 0.06 -0.67 0.45  0.490
4 C 1.59 -0.71 0.18  -0.847
5 Cl 2.26 0.92 -0.44  -0.160
6 C -1.01 -0.82 -0.57  -0.377
7 Cl -0.53 -0.44 -2.24  -0.171
8 H 0.54 -0.10 2.29  0.331
9 H 2.25 -0.92 1.03  0.405
10 H 1.96 -1.46 -0.66  0.310
11 H -1.49 -1.96 -0.43  0.287
12 H -2.05 -0.18 -0.15  0.221

# 2
Below is the ion C4H5ClF2N3O with charge +1, with properties calculated with ωB97M-V/def2-TZVPD.

LUMO energy: -5.551 eV
HOMO energy: -13.93 eV
Structure (SMILES): CO\C=[NH+]/C(F)=N\C(F)=N\Cl
Charge: +1
Multiplicity: 1

Last column: Mulliken charge in e.
Geometry (Å):
1 C -1.10 0.29 -0.58  -0.586
2 O -0.04 0.62 0.30  -0.206
3 C 0.99 -0.08 0.50  0.317
4 N 2.04 0.34 1.13  0.041
5 C 2.29 1.65 1.51  0.478
6 F 3.23 1.68 2.52  -0.213
7 N 1.83 2.75 1.14  -0.287
8 C 0.98 3.20 0.21  0.654
9 F 0.54 4.42 0.31  -0.197
10 N 0.81 2.54 -0.90  -0.408
11 Cl -0.20 3.20 -2.14  -0.052
12 H -1.19 -0.78 -0.69  0.387
13 H -1.05 0.95 -1.49  0.227
14 H -2.14 0.46 -0.04  0.263
15 H 1.08 -1.26 0.26  0.310
16 H 2.60 -0.32 1.50  0.272

# 3
Below is a structure of composition C4H5ClF3INO9S2, with properties calculated with ωB97M-V/def2-TZVPD.

LUMO energy: 1.403 eV
HOMO energy: -6.24 eV
Charge: -1
Multiplicity: 1

Last column: Mulliken charge in e.
Geometry (Å):
1 N 0.32 -0.12 0.35  -0.361
2 C 0.84 -1.24 -0.38  1.026
3 Cl 2.66 -1.23 -0.54  -0.181
4 O 0.35 -2.37 0.39  -0.304
5 S -0.58 -3.43 -0.46  1.093
6 O 0.18 -4.68 -0.53  -0.542
7 O -1.96 -3.66 -0.01  -0.567
8 O -0.75 -2.51 -1.82  -0.324
9 C 0.30 -1.52 -1.85  -0.132
10 I 1.78 -2.59 -3.12  0.120
11 C -0.26 -0.30 -2.66  -0.859
12 O -0.51 -0.68 -4.01  -0.161
13 O 0.28 0.11 -4.86  -0.349
14 H 0.99 0.23 1.03  0.324
15 H 0.01 0.64 -0.26  0.187
16 H -1.22 -0.01 -2.17  0.380
17 H 0.43 0.57 -2.57  0.440
18 H 1.10 -0.37 -5.03  0.282
19 C -0.92 2.79 4.31  0.582
20 F -2.19 2.39 4.12  -0.240
21 F -0.98 3.92 5.03  -0.238
22 F -0.35 1.87 5.10  -0.239
23 S -0.01 3.02 2.72  1.120
24 O -0.77 4.04 2.01  -0.687
25 O -0.05 1.71 2.08  -0.676
26 O 1.32 3.44 3.12  -0.692

# 4
Below is the molecule C4H5ClFNS, with properties calculated with ωB97M-V/def2-TZVPD.

LUMO energy: -0.083 eV
HOMO energy: -8.86 eV
Structure (SMILES): F[C@H](Cl)C(=S)N1CC1
Multiplicity: 1

Last column: Mulliken charge in e.
Geometry (Å):
1 F -1.73 -2.37 -1.09  -0.224
2 C -1.17 -1.14 -0.98  0.246
3 Cl -0.33 -0.78 -2.44  -0.146
4 C -0.22 -1.03 0.19  0.026
5 S 0.54 -2.30 0.88  -0.261
6 N -0.13 0.25 0.64  -0.098
7 C 0.37 1.45 -0.01  -0.346
8 C 1.05 0.86 1.19  -0.447
9 H -1.91 -0.33 -0.84  0.235
10 H -0.27 2.31 0.10  0.237
11 H 0.89 1.37 -0.95  0.250
12 H 0.93 1.32 2.22  0.210
13 H 1.98 0.39 1.07  0.317

# 5
Below is the molecule C4H5ClN2, with properties calculated with ωB97M-V/def2-TZVPD.

LUMO energy (spin up / spin down): -1.662 / -0.380 eV
HOMO energy (spin up / spin down): -9.63 / -8.84 eV
Multiplicity: 1

Last column: Mulliken charge in e.
Geometry (Å):
1 C -0.23 -0.42 -0.47  -0.639
2 C 0.25 0.07 -1.70  0.085
3 C 0.27 -0.11 0.86  0.782
4 C -0.76 0.13 1.99  -1.041
5 N 1.46 -0.25 1.17  -0.524
6 N 1.29 0.79 -1.82  -0.332
7 Cl 1.90 0.79 -3.37  -0.087
8 H -1.06 -1.03 -0.60  0.407
9 H -0.18 -0.50 -2.47  0.398
10 H -1.16 -0.76 2.42  0.284
11 H -0.13 0.76 2.55  0.379
12 H -1.66 0.53 1.44  0.289

# 6
Below is the molecule C4H5ClN2, with properties calculated with ωB97M-V/def2-TZVPD.

LUMO energy: 0.752 eV
HOMO energy: -8.70 eV
Structure (SMILES): Cl[C@@H]1[C@@H]2C=NN[C@H]12
Multiplicity: 1

Last column: Mulliken charge in e.
Geometry (Å):
1 Cl 2.29 -0.78 -0.23  -0.221
2 C 1.07 0.61 0.06  -0.295
3 C -0.24 0.28 0.89  -0.057
4 C -0.56 -1.10 0.84  -0.523
5 N -0.82 -1.46 -0.43  -0.611
6 N -0.57 -0.48 -1.25  0.049
7 C -0.12 0.76 -0.62  -0.293
8 H 1.63 1.49 0.03  0.407
9 H -0.37 0.92 1.79  0.352
10 H -0.68 -1.74 1.62  0.516
11 H -1.30 -0.21 -1.83  0.278
12 H -0.34 1.71 -0.87  0.397

# 7
Below is the molecule C4H5ClN2O, with properties calculated with ωB97M-V/def2-TZVPD.

LUMO energy: 0.146 eV
HOMO energy: -7.94 eV
Structure (SMILES): [H]/N=C/C=N\C=C(\O)Cl
Multiplicity: 1

Last column: Mulliken charge in e.
Geometry (Å):
1 H 0.45 0.70 1.83  0.196
2 N 0.01 0.18 1.18  -0.471
3 C 0.91 -0.70 0.75  0.018
4 C 0.73 -1.39 -0.51  -0.334
5 N 0.19 -0.90 -1.58  -0.505
6 C -0.70 0.15 -1.53  -0.124
7 C -1.56 0.31 -0.44  0.352
8 O -2.39 1.33 -0.36  -0.499
9 Cl -2.06 -1.12 0.37  -0.117
10 H 1.89 -0.73 1.06  0.434
11 H 1.31 -2.31 -0.75  0.357
12 H -0.44 0.91 -2.40  0.303
13 H -2.65 1.69 0.52  0.391

# 8
Below is a cluster of 2 separate species, C4H5ClN2O in total, with properties calculated with ωB97M-V/def2-TZVPD.

⟨S²⟩: 2.014
LUMO energy (spin up / spin down): 0.632 / -2.165 eV
HOMO energy (spin up / spin down): -5.23 / -10.37 eV
Multiplicity: 3

Last column: Mulliken charge in e.
Geometry (Å):
1 C 0.43 -2.56 -2.60  0.402
2 C -1.51 -0.52 0.61  0.522
3 C 0.56 0.74 1.26  -0.742
4 C -0.32 -1.54 -2.75  -0.321
5 N 1.19 -3.41 -2.23  -0.419
6 N -0.57 -0.07 1.17  -0.218
7 O -2.44 -1.11 0.21  -0.475
8 Cl -0.74 -0.76 -4.15  -0.094
9 H 0.46 1.42 2.07  0.306
10 H 1.32 0.08 1.58  0.306
11 H 0.89 1.06 0.30  0.316
12 H -0.43 -0.97 -1.89  0.124
13 H 0.97 -4.40 -2.04  0.293

# 9
Below is the molecule C4H5ClN2S, with properties calculated with ωB97M-V/def2-TZVPD.

LUMO energy: -0.520 eV
HOMO energy: -7.10 eV
Multiplicity: 1

Last column: Mulliken charge in e.
Geometry (Å):
1 C -0.15 -0.72 -0.57  -0.897
2 C -1.21 -1.31 0.10  0.831
3 C 0.08 0.91 1.12  0.594
4 C 1.44 1.09 -0.78  -0.965
5 N -1.59 -0.90 1.24  -0.684
6 N 0.44 0.39 0.01  0.018
7 S 0.09 1.73 2.45  -0.275
8 Cl -1.99 -2.65 -0.77  -0.233
9 H 0.23 -1.05 -1.52  0.382
10 H 1.81 1.97 -0.25  0.327
11 H 2.27 0.42 -0.99  0.339
12 H 0.99 1.41 -1.72  0.346
13 H -2.41 -1.29 1.68  0.217

# 10
Below is the molecule C4H5ClO, with properties calculated with ωB97M-V/def2-TZVPD.

LUMO energy: 0.214 eV
HOMO energy: -10.09 eV
Structure (SMILES): O=C(Cl)C1CC1
Multiplicity: 1

Last column: Mulliken charge in e.
Geometry (Å):
1 O -1.49 -1.53 -0.03  -0.571
2 C -1.52 -0.12 0.02  0.453
3 Cl -2.91 0.68 0.08  -0.124
4 C -0.25 0.53 0.00  -0.160
5 C 0.81 -0.19 0.74  -0.639
6 C 0.98 -0.04 -0.72  -0.414
7 H -0.24 1.62 -0.11  0.362
8 H 0.61 -1.10 0.95  0.371
9 H 1.41 0.46 1.42  0.219
10 H 1.71 0.70 -1.10  0.267
11 H 0.89 -1.02 -1.24  0.236

# 11
Below is the molecule C4H5ClO, with properties calculated with ωB97M-V/def2-TZVPD.

LUMO energy: 0.734 eV
HOMO energy: -10.77 eV
Structure (SMILES): O=C(Cl)C1CC1
Multiplicity: 1

Last column: Mulliken charge in e.
Geometry (Å):
1 O -0.15 1.96 -1.20  -0.450
2 C 0.10 0.78 -1.35  0.525
3 Cl 0.65 0.04 -3.04  -0.275
4 C 0.10 -0.36 -0.37  -0.169
5 C 0.58 -0.08 1.02  -0.437
6 C -0.88 -0.34 0.81  -0.578
7 H 0.42 -1.27 -0.85  0.394
8 H 0.79 0.82 1.58  0.274
9 H 1.30 -0.92 1.38  0.210
10 H -1.41 -1.19 1.15  0.267
11 H -1.50 0.56 0.87  0.238

# 12
Below is a cluster of 2 separate species, C4H5ClO in total, with properties calculated with ωB97M-V/def2-TZVPD.

LUMO energy (spin up / spin down): -0.936 / -1.072 eV
HOMO energy (spin up / spin down): -8.92 / -8.55 eV
Multiplicity: 1

Last column: Mulliken charge in e.
Geometry (Å):
1 C -1.03 -0.28 -1.01  0.027
2 C 0.37 -0.38 1.10  -0.488
3 C 1.00 0.60 0.21  -0.461
4 C -0.51 0.40 0.10  0.018
5 O 0.22 -1.56 -2.18  -0.537
6 Cl -2.47 -0.17 -1.72  -0.052
7 H 0.51 -1.42 0.89  0.305
8 H 0.19 -0.13 2.14  0.254
9 H 1.31 1.56 0.59  0.255
10 H 1.57 0.22 -0.63  0.304
11 H -1.15 1.17 0.52  0.375

# 13
Below is the molecule C4H5ClO, with properties calculated with ωB97M-V/def2-TZVPD.

LUMO energy: 0.882 eV
HOMO energy: -9.07 eV
Structure (SMILES): Cl[C@H]1C=COC1
Multiplicity: 1

Last column: Mulliken charge in e.
Geometry (Å):
1 Cl -1.15 1.77 1.37  -0.267
2 C 0.12 0.56 0.63  0.228
3 C -0.27 -0.79 0.82  -0.432
4 C -0.32 -1.35 -0.37  -0.274
5 O 0.00 -0.55 -1.43  -0.396
6 C 0.36 0.72 -0.87  -0.363
7 H 1.03 0.98 1.22  0.236
8 H -0.53 -1.44 1.69  0.308
9 H -0.60 -2.35 -0.65  0.423
10 H 1.44 0.90 -1.06  0.239
11 H -0.11 1.55 -1.36  0.298

# 14
Below is the molecule C4H5ClO2, with properties calculated with ωB97M-V/def2-TZVPD.

LUMO energy: -0.091 eV
HOMO energy: -9.80 eV
Structure (SMILES): O=C/C(=C\Cl)CO
Multiplicity: 1

Last column: Mulliken charge in e.
Geometry (Å):
1 O -1.22 -1.65 1.36  -0.495
2 C -1.02 -0.42 1.37  -0.146
3 C -0.25 0.23 0.32  0.131
4 C 0.31 1.37 0.35  -0.083
5 Cl 0.59 2.20 1.74  -0.175
6 C 0.15 -0.67 -0.89  -0.277
7 O 1.02 0.13 -1.58  -0.512
8 H -1.21 0.00 2.44  0.280
9 H 0.92 1.66 -0.43  0.480
10 H 0.42 -1.66 -0.46  0.246
11 H -0.71 -1.10 -1.71  0.227
12 H 0.99 -0.08 -2.50  0.325

# 15
Below is a cluster of 3 separate species, C4H5ClO2 in total, with properties calculated with ωB97M-V/def2-TZVPD.

LUMO energy: 0.598 eV
HOMO energy: -9.44 eV
Multiplicity: 1

Last column: Mulliken charge in e.
Geometry (Å):
1 C -5.13 -0.84 -0.05  0.098
2 C -0.75 -1.31 1.13  -0.322
3 C -1.09 -1.09 -0.40  -0.527
4 C -1.45 -0.15 0.62  0.565
5 O -4.82 -0.46 -1.06  -0.103
6 O -2.21 0.71 0.95  -0.522
7 Cl 2.87 -0.26 -0.26  -0.248
8 H -1.23 -2.14 1.81  0.231
9 H 0.32 -0.92 1.41  0.140
10 H -0.27 -1.19 -1.14  0.217
11 H -1.94 -1.60 -0.70  0.219
12 H 3.79 0.62 -0.02  0.250

# 16
Below is the molecule C4H5ClS, with properties calculated with ωB97M-V/def2-TZVPD.

LUMO energy: -0.835 eV
HOMO energy: -8.74 eV
Structure (SMILES): CC(=S)/C=C/Cl
Multiplicity: 1

Last column: Mulliken charge in e.
Geometry (Å):
1 C -0.04 1.10 1.32  -1.098
2 C -0.25 0.59 -0.08  0.616
3 S -0.92 1.58 -1.21  -0.275
4 C 0.27 -0.78 -0.28  -0.283
5 C 0.04 -1.36 -1.42  -0.308
6 Cl 0.73 -2.84 -1.91  -0.153
7 H 0.26 0.31 2.00  0.340
8 H 0.72 1.91 1.43  0.279
9 H -0.97 1.58 1.71  0.291
10 H 0.87 -1.12 0.53  0.269
11 H -0.71 -0.96 -2.09  0.321

# 17
Below is a structure of composition C4H5ClS, with properties calculated with ωB97M-V/def2-TZVPD.

LUMO energy: 0.596 eV
HOMO energy: -8.55 eV
Multiplicity: 1

Last column: Mulliken charge in e.
Geometry (Å):
1 C -0.84 -0.06 -0.08  0.164
2 C -0.22 1.10 0.12  -0.443
3 C 1.20 0.94 -0.05  -0.316
4 C -0.18 -1.37 0.11  -0.316
5 H -0.92 2.10 -0.10  0.223
6 H 1.76 1.31 0.81  0.323
7 H 1.51 1.12 -1.30  0.262
8 H -0.60 -2.37 -0.55  0.303
9 H -0.46 -1.62 1.28  0.212
10 S 1.39 -0.87 -0.14  -0.196
11 Cl -2.64 -0.29 -0.12  -0.216

# 18
Below is a structure of composition C4H5CoO4, with properties calculated with ωB97M-V/def2-TZVPD.

⟨S²⟩: 6.017
LUMO energy (spin up / spin down): -0.907 / -2.795 eV
HOMO energy (spin up / spin down): -8.83 / -9.01 eV
Multiplicity: 5

Last column: Mulliken charge in e.
Geometry (Å):
1 O -1.97 -1.30 1.55  -0.641
2 C -2.18 -0.01 1.62  1.118
3 O -2.35 0.60 2.68  -0.607
4 O -1.86 0.62 0.49  -0.604
5 Co -1.59 -1.09 -0.31  0.458
6 C 1.05 1.45 -0.12  -0.636
7 C 1.83 0.35 -0.19  0.107
8 O 1.39 -0.92 -0.44  -0.306
9 C 0.42 -1.21 -1.35  -0.591
10 H 1.37 2.24 0.56  0.251
11 H 0.33 1.69 -0.91  0.229
12 H 2.87 0.33 0.15  0.346
13 H 0.39 -2.28 -1.57  0.463
14 H 0.30 -0.48 -2.16  0.413

# 19
Below is a structure of composition C4H5CsLiO3, with properties calculated with ωB97M-V/def2-TZVPD.

⟨S²⟩: 0.764
LUMO energy (spin up / spin down): -1.498 / -1.556 eV
HOMO energy (spin up / spin down): -4.07 / -6.09 eV
Multiplicity: 2

Last column: Mulliken charge in e.
Geometry (Å):
1 O -2.77 -0.02 -0.46  -0.244
2 Li -1.01 -1.78 -0.81  0.796
3 O -2.60 -1.38 -0.02  -0.833
4 C -1.75 0.80 0.05  -0.286
5 C -0.36 0.50 -0.36  -0.439
6 H -0.01 0.89 -1.33  0.301
7 H -2.17 1.80 -0.16  0.312
8 H -1.52 0.92 1.17  0.181
9 O 2.93 -0.33 0.04  -0.691
10 C 1.80 -0.88 -0.20  -0.006
11 C 0.56 -0.45 0.31  -0.523
12 Cs 4.81 2.37 1.36  0.945
13 H 0.32 -0.73 1.35  0.338
14 H 1.78 -1.71 -0.94  0.149

# 20
Below is a structure of composition C4H5CsO6, with properties calculated with ωB97M-V/def2-TZVPD.

LUMO energy: -10.200 eV
HOMO energy: -16.39 eV
Charge: +2
Multiplicity: 1

Last column: Mulliken charge in e.
Geometry (Å):
1 O -3.12 -0.20 -0.58  -0.415
2 C -2.30 -0.03 0.27  0.734
3 O -1.76 -0.89 1.04  -0.360
4 O -1.62 1.22 0.39  -0.189
5 O 1.62 0.03 0.41  -0.269
6 C 2.79 -0.19 -0.15  0.652
7 O 3.38 0.52 -0.92  -0.474
8 C 0.57 0.54 -0.41  -0.307
9 C -0.34 1.31 0.46  -0.087
10 Cs -7.30 -2.88 -1.55  0.999
11 H 0.02 -0.30 -0.86  0.391
12 H 0.98 1.18 -1.21  0.465
13 H -0.01 2.29 0.83  0.443
14 H -0.83 -0.52 1.39  0.461
15 O 3.60 -0.83 0.68  -0.427
16 H 4.33 -1.25 0.20  0.383

Values for F_max, Eh/bohr, ordered as above
0.0921; 0.0854; 0.0681; 0.0517; 0.0609; 0.1132; 0.0873; 0.1007; 0.0213; 0.2160; 0.0671; 0.1143; 0.0991; 0.1100; 0.0524; 0.0402; 0.1128; 0.0879; 0.0938; 0.1337